ORCA calculation (ωB97M-V with the def2-TZVPD basis set) on C9H21Br9O6 as an isolated structure.

```
45
Properties=species:S:1:pos:R:3:forces:R:3:nbo_charge:R:1
C -2.86804 -0.64056 -1.54483 -1.15 0.15 -0.09 -0.10
C -2.65943 0.80131 -2.00781 -0.98 -0.80 0.10 -0.09
O -1.27720 1.09205 -1.87610 0.03 0.84 -1.14 -0.75
O -2.79998 -0.72355 -0.12703 1.23 -0.48 0.13 -0.77
H -2.13238 -1.30272 -2.03024 -0.01 0.32 0.14 0.18
H -3.86826 -0.99505 -1.89721 0.54 0.24 0.54 0.17
H -3.28474 1.54232 -1.44624 0.44 -0.73 -0.11 0.17
H -3.08970 0.80540 -3.04462 1.32 0.47 0.40 0.18
H -0.97438 0.82795 -1.00456 -0.19 -0.20 0.33 0.48
H -1.84280 -0.89611 0.11187 -1.19 0.25 -0.35 0.50
C -0.68692 -2.81958 2.04027 0.00 -1.52 0.02 -0.11
C 0.05793 -1.56349 1.79683 -0.54 1.46 -0.48 -0.10
O -0.09050 -1.02620 0.46002 -0.04 -0.60 0.62 -0.79
O -0.12758 -3.98672 1.35355 -1.37 1.62 -1.62 -0.72
H -1.76233 -2.72770 1.79091 0.47 0.07 0.17 0.19
H -0.57583 -3.02088 3.10972 -0.23 -0.12 -0.06 0.19
H 1.10565 -1.66393 2.01269 0.56 -0.21 0.16 0.18
H -0.35616 -0.81471 2.48330 0.11 0.01 0.02 0.19
H 0.79610 -1.00573 0.07588 0.12 0.14 -0.48 0.52
H -0.50582 -3.84913 0.42908 1.02 -0.68 1.55 0.47
C 2.29363 0.24993 -2.94314 -0.48 1.15 0.97 -0.10
C 2.37004 0.71706 -1.40545 -1.84 -0.19 -2.51 -0.09
O 2.43026 -0.44796 -0.62802 0.78 -0.36 0.75 -0.75
O 1.10863 -0.48515 -3.19258 -0.68 1.27 -0.25 -0.72
H 3.00675 -0.47015 -3.24134 1.65 -0.55 0.34 0.17
H 2.44098 1.11572 -3.62405 -0.37 -0.26 0.37 0.16
H 1.34265 1.17031 -1.19319 1.60 -0.18 -0.15 0.19
H 3.20039 1.41816 -1.24480 -0.26 -0.13 0.18 0.18
H 3.27558 -0.87060 -0.84123 -0.30 -0.19 0.20 0.48
H 0.44108 0.19610 -3.39031 -0.18 -0.65 0.33 0.48
C -3.32891 2.55680 3.61726 0.74 -0.06 -1.32 -0.46
Br -4.39574 4.16740 3.47569 0.39 -0.45 0.00 0.09
Br -1.46650 2.91525 4.17161 -1.01 -0.10 -0.16 0.07
Br -3.29462 1.48361 1.93061 -0.03 0.63 0.83 0.08
H -3.80732 1.89569 4.30623 -0.01 -0.08 0.57 0.21
C 0.56680 5.41091 0.73365 -0.83 -0.81 -0.22 -0.51
Br -0.40346 3.91527 -0.09795 0.46 -0.09 0.24 0.06
Br 1.22067 6.54686 -0.60058 0.46 0.75 -0.82 0.11
Br 1.99269 4.89783 1.92587 -0.59 -0.06 0.00 0.10
H -0.27227 5.92590 1.17757 0.46 0.12 0.79 0.23
C 3.53820 -4.01018 0.12058 -0.22 0.19 0.53 -0.51
Br 3.55018 -3.78341 -1.77446 -0.12 0.10 -0.25 0.10
Br 5.16964 -3.30161 0.88679 -0.02 -0.16 0.04 0.07
Br 3.21650 -5.86077 0.59052 0.10 0.44 0.02 0.11
H 2.74652 -3.38594 0.55524 0.14 -0.54 -0.32 0.23
```
Forces are in eV/Å.

Calculated values
2S+1	1
Kohn-Sham gap	9.803	eV
maximum force	3.12	eV/Å


ORCA calculation (ωB97M-V with the def2-TZVPD basis set) on C9H21CeI2O3P2 as an isolated structure.

```
38
Properties=species:S:1:pos:R:3:forces:R:3:lowdin_charge:R:1
I 0.01280 -1.19708 -5.67847 0.00 1.30 0.41 0.30
I 0.00847 1.41536 -4.72456 0.00 -1.08 -0.24 0.22
Ce 0.00578 1.33961 0.18055 0.06 2.68 1.67 0.99
P -2.35998 -0.05109 -0.28649 -1.99 -0.67 0.33 0.79
C -3.16874 -0.20895 -1.90056 0.48 0.16 -0.49 -0.19
C -2.98350 -1.52727 0.58399 0.50 -0.45 0.26 -0.18
H -4.03734 -1.35851 0.85685 0.32 -0.04 -0.25 0.09
H -4.24084 0.89829 0.76990 -0.04 0.27 0.03 0.09
H -2.42301 -1.74847 1.50400 -0.34 0.03 -0.31 0.05
H -2.77192 1.60004 1.49120 -0.22 -0.04 -0.06 0.06
H -2.88761 -1.16353 -2.36355 -0.08 0.20 0.10 0.08
H -2.90451 -2.38710 -0.10105 -0.06 0.22 0.33 0.09
C -3.25016 1.30149 0.54653 0.49 0.43 0.00 -0.20
H -4.25207 -0.18473 -1.73846 0.13 -0.01 0.03 0.09
H -3.33711 2.17461 -0.11091 -0.14 -0.05 0.13 0.08
H -2.87940 0.60552 -2.57495 -0.14 -0.12 0.05 0.06
P 2.39030 -0.05776 -0.26766 1.65 -0.71 0.20 0.79
C 3.18929 -0.22016 -1.88144 -0.42 0.18 -0.49 -0.19
C 3.27191 1.28065 0.56995 -0.38 0.47 0.04 -0.20
H 2.42677 -1.77222 1.51239 0.37 0.05 -0.31 0.05
H 4.04097 -1.37346 0.87011 -0.25 -0.07 -0.19 0.09
H 2.92018 -2.39920 -0.09368 0.03 0.20 0.30 0.09
C 2.98972 -1.54321 0.59559 -0.45 -0.46 0.27 -0.18
H 2.79450 1.57761 1.51180 0.16 -0.03 0.04 0.07
H 4.25810 0.87372 0.79264 0.15 0.26 0.08 0.09
H 4.27137 -0.19728 -1.71685 -0.09 -0.02 0.01 0.09
H 2.90358 0.59570 -2.55460 0.14 -0.11 0.03 0.06
H 3.36761 2.15573 -0.07800 0.14 0.03 0.05 0.08
H 2.90802 -1.17397 -2.34508 0.07 0.19 0.10 0.08
C 0.01470 -0.23864 -1.74345 0.00 -5.29 -4.17 -0.30
O 0.01382 -1.20144 -2.42184 0.01 4.44 3.61 -0.01
C -0.06455 1.31410 3.59435 -0.05 -0.05 0.39 -0.05
O -0.02847 1.75644 2.20976 0.10 -1.80 -2.22 -0.43
C 0.05265 -0.84887 1.15741 -0.58 -5.20 4.91 -0.13
O -0.01048 -1.71546 1.94348 0.43 4.24 -4.17 0.22
H 0.84745 0.77726 3.90035 -0.21 0.23 -0.47 0.11
H -0.94398 0.69002 3.81489 0.21 0.19 -0.42 0.11
H -0.14432 2.21226 4.17587 0.00 0.41 0.41 0.10
```
Forces are in eV/Å.

Calculated values
2S+1	1
Kohn-Sham gap (spin up / spin down)	4.758 / 4.723	eV
charge	+3
maximum force	7.18	eV/Å


Number 1 is which compound?
C9H21Br9O6